1.
{"formula": "C3H8N2O", "method": "the ωB97M-V functional and the def2-TZVPD basis", "homo_energy_ev": -8.745, "total_charge": 0, "e_tot_ev": -8265.3309, "homo_lumo_gap_ha": 0.365, "smiles": "CN1C[C@@H]1ON", "species": ["C", "N", "C", "C", "O", "N", "H", "H", "H", "H", "H", "H", "H", "H"], "coordinates": [[-1.89063, 0.48840, 0.15448], [-0.52936, 0.06997, 0.36859], [-0.07814, -1.17688, -0.22550], [0.39516, 0.13048, -0.72468], [1.66235, 0.64165, -0.51311], [2.28466, 0.08534, 0.65882], [-2.52470, -0.00937, 0.88821], [-1.95179, 1.56545, 0.30830], [-2.25998, 0.25230, -0.85325], [-0.76499, -1.73722, -0.85038], [0.57520, -1.76391, 0.40201], [0.06050, 0.48652, -1.69678], [1.79729, 0.49414, 1.45960], [3.22442, 0.47314, 0.62366]], "forces_ev_per_a": [[-0.13, 0.05, -0.05], [0.38, 0.32, 0.16], [0.15, -0.36, -0.11], [-0.08, -0.26, 0.06], [0.46, 0.36, 0.23], [-0.27, -0.23, -0.05], [-0.10, 0.05, -0.05], [-0.10, 0.01, -0.01], [-0.02, -0.01, 0.01], [-0.09, 0.02, -0.05], [0.01, -0.09, -0.01], [-0.08, -0.02, 0.14], [0.13, 0.11, -0.21], [-0.25, 0.06, -0.06]], "mulliken_charge": [-0.8544, -0.2926, -0.4382, 0.0549, -0.2658, -0.5111, 0.2837, 0.2997, 0.3199, 0.2876, 0.2919, 0.3458, 0.2194, 0.2592]}

2.
{"formula": "C6H12O", "method": "the ωB97M-V functional and the def2-TZVPD basis", "homo_energy_ev": -8.847, "total_charge": 0, "e_tot_ev": -8458.7550, "homo_lumo_gap_ha": 0.310, "species": ["C", "C", "O", "C", "C", "C", "C", "H", "H", "H", "H", "H", "H", "H", "H", "H", "H", "H", "H"], "coordinates": [[-1.32283, -2.23109, 0.36977], [-1.23179, -0.74733, 0.66717], [0.13775, -0.42934, 0.87758], [0.34804, 0.89131, 1.24634], [1.61758, 1.53566, 0.89242], [0.35095, 2.06299, 0.26644], [0.66392, 0.59340, -2.11489], [-0.90135, -2.81315, 1.19502], [-0.77021, -2.47794, -0.54243], [-2.36749, -2.52919, 0.23308], [-1.81017, -0.49721, 1.57054], [-1.63283, -0.14792, -0.16312], [-0.13329, 1.19319, 2.18368], [2.25275, 0.99196, 0.19056], [2.17129, 2.17639, 1.57516], [0.29749, 1.46716, -1.55088], [-0.08032, 0.36097, -2.87897], [1.61905, 0.85825, -2.57571], [0.79146, -0.25811, -1.44176]], "forces_ev_per_a": [[0.00, -0.02, -0.01], [-0.23, -0.05, -0.02], [0.05, 0.03, 0.03], [0.00, 0.13, 0.14], [0.04, 0.06, 0.04], [0.10, -0.12, 0.20], [0.02, -0.09, -0.05], [-0.06, 0.09, -0.11], [-0.08, 0.05, 0.12], [0.15, 0.06, 0.01], [0.08, -0.02, -0.13], [0.08, -0.06, 0.11], [0.07, -0.05, -0.06], [-0.13, 0.15, 0.03], [-0.09, -0.11, -0.05], [0.03, -0.12, -0.13], [0.13, -0.01, 0.03], [-0.15, -0.06, 0.02], [-0.02, 0.14, -0.17]], "mulliken_charge": [-1.1904, -0.2025, -0.3825, 0.0696, -0.4581, -0.4951, -1.0096, 0.2879, 0.2927, 0.3739, 0.3801, 0.2915, 0.3971, 0.1786, 0.2885, 0.3835, 0.3141, 0.3100, 0.1708]}

| no. | LUMO energy (eV) |
| --- | --- |
| 1 | 1.18 |
| 2 | -0.42 |